(1)
# C5H8BrN

A single C5H8BrN molecule at a distorted geometry (the ωB97M-V functional and the def2-TZVPD basis, the OMol25 dataset).

Each line ends with the Mulliken charge.
Element x y z (Å)
C: 0.09942 0.14110 1.85841  -1.2765
C: 0.58557 0.49908 0.37592  0.3052
C: 0.93369 -0.88990 -0.21791  -0.4524
C: 0.18554 -1.16541 -1.26224  -0.3393
N: -0.58616 -0.10530 -1.67235  -0.2799
Br: -2.26225 -0.43250 -2.60661  -0.0915
C: -0.60232 0.94216 -0.50383  -0.5623
H: -0.95479 -0.09096 1.88785  0.3453
H: 0.27134 1.03499 2.44082  0.3549
H: 0.79681 -0.52843 2.38494  0.3303
H: 1.42168 1.23311 0.34117  0.3601
H: 1.80206 -1.35055 0.16346  0.3943
H: 0.23145 -1.91815 -2.08100  0.3749
H: -1.55352 0.76118 0.04457  0.2655
H: -0.36851 1.86959 -1.15320  0.2714

As for the total charge: 0. As for the HOMO energy: -7.9 eV. The max |F| is 2.76 eV Å⁻¹. Its SMILES is C[C@H]1C=CN(Br)C1. For the energy relative to the best compared isomer or geometry (same formula, charge and spin), the calculation gives 36.5 kcal per mole.

(2)
# C4H8O

A single C4H8O molecule (the ωB97M-V functional and the def2-TZVPD basis, the OMol25 dataset).

Each line ends with the Mulliken charge.
Element x y z (Å)
C: -1.16846 0.28528 1.23210  -1.3256
C: -0.04844 -0.39380 0.47848  0.4302
C: -0.03292 -0.31072 -1.05760  -0.5842
C: 1.38554 0.23442 -0.85554  -0.2901
O: 1.19250 0.33383 0.56292  -0.4348
H: -0.94018 0.32356 2.30240  0.3130
H: -1.30285 1.31001 0.87030  0.3149
H: -2.10815 -0.26315 1.09831  0.3478
H: 0.09091 -1.42219 0.84419  0.2646
H: -0.13216 -1.24944 -1.60728  0.2816
H: -0.73736 0.42649 -1.45435  0.2205
H: 1.61982 1.20476 -1.30742  0.2440
H: 2.18176 -0.47904 -1.10651  0.2180

As for the total charge: 0. As for the HOMO energy: -9.6 eV. The max |F| is 0.37 eV Å⁻¹. Its SMILES is C[C@H]1CCO1. For the energy relative to the best compared isomer or geometry (same formula, charge and spin), the calculation gives 24.1 kcal per mole.